# C2H5NO

A single C2H5NO molecule at a distorted geometry (ωB97M-V with the def2-TZVPD basis set, the Open Molecules 2025 dataset).

Structure (XYZ):
```
9
Properties=species:S:1:pos:R:3:forces:R:3:lowdin_charge:R:1
C -0.29125 0.84710 0.84461 1.99 -1.86 -2.00 -0.023
N 0.51937 -0.22190 0.05098 -1.58 -1.20 0.61 -0.068
C 0.02843 -0.78083 -1.08163 -0.14 -0.28 -0.13 -0.409
O -0.79793 -0.29459 -1.82958 0.09 0.00 0.56 0.006
H -1.23709 0.98103 0.28774 0.84 0.42 0.15 0.075
H -0.52612 0.44397 1.86130 0.79 0.84 -0.73 0.083
H 0.61653 1.41850 0.52375 -1.89 2.20 2.08 0.099
H 1.25857 -0.70354 0.55453 -0.50 -0.02 -0.20 0.119
H 0.43347 -1.78503 -1.25723 0.40 -0.08 -0.33 0.120
```
Forces are in eV/Å.

Calculated values
SMILES: CNC=O

# H6NS2

2 unconnected molecules or ions with the total composition H6NS2 (ωB97M-V with the def2-TZVPD basis set, the Open Molecules 2025 dataset).

Structure (XYZ):
```
9
Properties=species:S:1:pos:R:3:forces:R:3:lowdin_charge:R:1
N 1.52078 0.14146 0.26968 -0.49 -0.23 0.34 0.297
H 1.61340 1.14144 0.48493 0.40 -0.22 -0.51 0.168
H 2.09201 -0.24614 -0.48469 0.29 0.57 0.05 0.163
H 0.53737 -0.03542 0.01162 -0.24 0.05 -0.01 -0.033
H 1.70337 -0.37522 1.12854 0.08 -0.13 0.11 0.152
S -1.63853 -0.90360 0.55048 -0.03 0.05 -0.23 0.288
S -1.47221 -0.38555 -1.47544 -0.06 -0.06 0.32 0.306
H -2.79789 -0.27775 0.80128 -0.05 -0.08 0.04 -0.164
H -1.55830 0.94078 -1.28640 0.09 0.06 -0.11 -0.177
```
Forces are in eV/Å.

Calculated values
Net charge: +1

DFT total energy list, top to bottom, in eV: -5691.361; -23251.008
Energy relative to the best compared isomer or geometry (same formula, charge and spin) list, top to bottom, in eV: 1.868; 0.200